(1)
27
Properties=species:S:1:pos:R:3:nbo_charge:R:1 method="wB97M-V/def2-TZVPD" total_charge=-1 lumo_energy_ev="-0.361 / -0.338" homo_energy_ev="-5.4 / -5.4" total_energy_ha=-3136.45051 homo_lumo_gap_ha="0.1858 / 0.1869"
Os -0.17396 1.25566 -0.53557 0.962
S -3.40146 4.41016 1.04613 -0.597
Sb -1.49006 3.35326 1.69043 1.308
S -0.64996 0.90986 2.00273 -0.200
S 0.20464 3.45466 -0.15537 -0.237
S -0.55496 4.18586 3.60843 -0.760
F 1.77514 -4.56774 -0.43827 -0.328
C 1.79104 -3.22594 -0.60207 0.406
C 2.06344 -2.41194 0.48583 -0.273
C 2.09654 -1.04634 0.30683 -0.171
C 1.84474 -0.47464 -0.95477 -0.081
C 1.83754 0.98096 -1.12487 -0.702
C 1.56494 -1.33414 -2.03097 -0.173
C 1.53894 -2.70104 -1.85897 -0.273
H 2.24304 -2.85334 1.45263 0.229
H 2.31264 -0.39364 1.14233 0.221
H 2.02284 1.29096 -2.15887 0.213
H 2.53144 1.47806 -0.44027 0.227
H 1.38364 -0.90594 -3.00737 0.210
H 1.33084 -3.36184 -2.68467 0.227
F -1.08716 -0.73154 -0.24977 -0.661
Te -2.68886 0.46706 0.72443 2.979
F -4.55776 0.96176 0.57923 -0.609
F -2.96066 -1.13784 1.81883 -0.600
F -3.29996 1.34616 2.50233 -0.655
F -3.44226 -0.70274 -0.63987 -0.613
O -2.23436 1.75416 -0.47837 -1.052

(2)
9
Properties=species:S:1:pos:R:3:nbo_charge:R:1 method="wB97M-V/def2-TZVPD" smiles="CO/[N+]([O-])=N/Cl" e_above_lowest_kj_mol=327.1 total_charge=0 lumo_energy_ev=0.187 homo_energy_ev=-10.3 total_energy_ha=-759.88685 homo_lumo_gap_ha=0.3848
C 1.41805 0.10661 0.00488 -0.303
O 0.39334 -0.84514 -0.13630 -0.349
N -1.00472 -0.53852 -0.11610 0.545
O -1.67608 -1.51639 0.06233 -0.373
N -1.37407 0.64233 -0.26158 -0.309
Cl -3.01125 0.93779 0.12785 0.159
H 2.20008 0.17557 -0.83384 0.208
H 1.18450 1.18049 0.15629 0.220
H 1.87015 -0.14273 0.99646 0.201

(3)
14
Properties=species:S:1:pos:R:3:nbo_charge:R:1 method="wB97M-V/def2-TZVPD" e_above_lowest_kj_mol=206.8 total_charge=0 lumo_energy_ev=-0.809 homo_energy_ev=-8.7 total_energy_ha=-3617.52551 homo_lumo_gap_ha=0.2911
C -1.15989 -0.14366 1.44621 -0.182
C -1.93056 -0.04454 0.34383 -0.216
C 0.22753 0.04611 1.18216 -0.309
C -1.45940 0.21236 -0.90758 -0.196
C 0.62677 0.34276 -0.02408 0.269
C -0.15273 0.55718 -1.12455 -0.144
N 2.63915 0.18432 -0.53592 -0.786
Cl 0.44890 0.98587 -2.64382 0.079
Br 3.69347 0.35802 0.93182 0.240
I 2.55332 -1.68781 -1.37885 0.309
H -1.50895 -0.64713 2.33460 0.232
H -2.94556 -0.13016 0.31049 0.218
H 0.98235 -0.22594 1.95943 0.251
H -2.01439 0.19264 -1.89376 0.235

(4)
13
Properties=species:S:1:pos:R:3:nbo_charge:R:1 method="wB97M-V/def2-TZVPD" e_above_lowest_kj_mol=267.7 total_charge=-1 lumo_energy_ev=3.879 homo_energy_ev=-2.3 total_energy_ha=-571.97630 homo_lumo_gap_ha=0.2262
C 2.69390 1.77446 1.52218 -0.756
S 0.91343 1.36884 1.55919 -0.729
H 3.00563 2.35587 0.66609 0.177
H 3.32323 0.79156 1.75639 0.169
H 2.73340 2.40158 2.49861 0.186
C -2.42079 -1.25870 -1.52089 -0.446
C -0.39723 -1.02378 -0.29756 -0.050
N -0.95844 -1.58233 -1.33496 -0.476
H -2.91913 -0.55306 -0.86544 0.185
H -2.31568 -0.88225 -2.54702 0.207
H -3.11184 -2.20393 -1.68588 0.166
H 0.50639 -0.41029 -0.29533 0.239
H -1.05289 -0.77798 0.54462 0.128